ORCA calculation (ωB97M-V/def2-TZVPD) on C6H18B3N3O in the gas phase at a distorted geometry.

Geometry as XYZ:
```
31
Properties=species:S:1:pos:R:3
B -0.44925 -1.64119 -0.09588
B 0.96105 1.47355 -0.15394
B -0.41165 0.78895 1.93633
C 0.97205 -1.35886 -0.76659
C -0.63086 -1.78793 1.48463
C 1.00574 -0.41854 -1.98005
C 0.03749 -0.69879 2.34805
C 0.53566 1.01990 -1.68887
C -0.96515 1.19406 -1.93503
N -1.55183 -1.90180 -0.89463
N 2.26593 1.98386 -0.00537
N -1.43085 1.43882 2.65927
O 0.18906 1.44533 0.94855
H 1.67247 -0.96501 -0.02861
H 1.38806 -2.31847 -1.09430
H -1.69212 -1.81582 1.74301
H -0.21753 -2.75328 1.79716
H 0.40360 -0.83807 -2.79227
H 2.03740 -0.37227 -2.34385
H 1.12013 -0.79777 2.24593
H -0.19883 -0.89830 3.39689
H 1.05818 1.68239 -2.38748
H -1.25141 0.80115 -2.91235
H -1.22270 2.25183 -1.90944
H -1.54174 0.68505 -1.16776
H -1.53863 -1.85872 -1.90001
H -2.46319 -2.11990 -0.52677
H 2.91281 2.10739 -0.76252
H 2.63586 2.25672 0.88939
H -1.89273 1.04591 3.45769
H -1.73702 2.36981 2.43884
```

Output
largest force on an atom = 0.04167 hartree/bohr
energy relative to the best compared isomer or geometry (same formula, charge and spin) = 0.00 kcal/mol
E_LUMO = 0.58 eV

What are the natural (NBO) partial charges on each atom? They are as follows, in elementary charge units: atom 1 (B): 0.857, atom 2 (B): 1.053, atom 3 (B): 1.017, atom 4 (C): -0.757, atom 5 (C): -0.719, atom 6 (C): -0.361, atom 7 (C): -0.722, atom 8 (C): -0.533, atom 9 (C): -0.600, atom 10 (N): -1.040, atom 11 (N): -1.074, atom 12 (N): -1.065, atom 13 (O): -0.887, atom 14 (H): 0.215, atom 15 (H): 0.238, atom 16 (H): 0.200, atom 17 (H): 0.227, atom 18 (H): 0.181, atom 19 (H): 0.199, atom 20 (H): 0.213, atom 21 (H): 0.209, atom 22 (H): 0.207, atom 23 (H): 0.192, atom 24 (H): 0.205, atom 25 (H): 0.211, atom 26 (H): 0.387, atom 27 (H): 0.389, atom 28 (H): 0.391, atom 29 (H): 0.388, atom 30 (H): 0.391, atom 31 (H): 0.389

=====

ORCA calculation (ωB97M-V/def2-TZVPD) on 2 unconnected molecules or ions with the total composition C6H18B4O10P at a distorted geometry.

Geometry as XYZ:
```
39
Properties=species:S:1:pos:R:3
C 6.04202 -0.68325 1.40924
O 5.24981 -0.16073 0.36954
C 4.12470 -0.94302 -0.00688
B 2.75006 -0.38602 0.51432
O 2.65212 0.87598 1.05952
B 1.40661 1.49436 1.16677
C 1.35020 2.92865 1.77361
B 2.31625 3.87683 0.95737
O 3.61032 4.10679 1.34975
O 1.87484 4.53445 -0.18391
O 0.29815 0.79479 0.73324
B 0.38671 -0.57989 0.64708
P -1.18350 -1.69109 0.92008
O -0.84958 -3.11364 1.08265
O -1.85078 -0.97020 2.20156
O -2.20806 -1.40588 -0.24836
O 1.60935 -1.14879 0.38154
H 5.99658 -0.03403 2.28917
H 7.08255 -0.74021 1.07939
H 5.71631 -1.68363 1.70889
H 4.25822 -1.99731 0.26094
H 4.07417 -0.92677 -1.10467
H 0.33217 3.31398 1.78383
H 1.71601 2.80934 2.80016
H 3.94316 3.37086 1.87796
H 1.78908 3.95277 -0.94725
H -2.79712 -1.18051 2.25628
H -2.54430 -0.48281 -0.28564
C -5.94140 -0.44121 -2.97726
C -4.71761 -0.86917 -2.13888
C -4.80198 -2.39424 -1.90804
O -4.65333 -0.18877 -0.96466
H -6.85266 -0.63920 -2.40473
H -5.88851 0.63068 -3.18319
H -6.00664 -0.97383 -3.93634
H -3.83054 -0.71837 -2.81301
H -5.69548 -2.64701 -1.32844
H -3.92611 -2.71844 -1.34733
H -4.83178 -2.97149 -2.84428
```

Output
largest force on an atom = 0.02416 hartree/bohr
charge = -1
E_LUMO = 1.90 eV

What are the natural (NBO) partial charges on each atom? They are as follows, in elementary charge units: atom 1 (C): -0.242, atom 2 (O): -0.545, atom 3 (C): -0.412, atom 4 (B): 1.140, atom 5 (O): -0.898, atom 6 (B): 1.171, atom 7 (C): -1.164, atom 8 (B): 1.166, atom 9 (O): -0.888, atom 10 (O): -0.930, atom 11 (O): -0.876, atom 12 (B): 0.766, atom 13 (P): 2.111, atom 14 (O): -1.088, atom 15 (O): -1.004, atom 16 (O): -0.989, atom 17 (O): -0.871, atom 18 (H): 0.170, atom 19 (H): 0.176, atom 20 (H): 0.167, atom 21 (H): 0.201, atom 22 (H): 0.217, atom 23 (H): 0.275, atom 24 (H): 0.258, atom 25 (H): 0.495, atom 26 (H): 0.502, atom 27 (H): 0.515, atom 28 (H): 0.552, atom 29 (C): -0.630, atom 30 (C): 0.128, atom 31 (C): -0.639, atom 32 (O): -0.987, atom 33 (H): 0.184, atom 34 (H): 0.190, atom 35 (H): 0.164, atom 36 (H): 0.063, atom 37 (H): 0.180, atom 38 (H): 0.209, atom 39 (H): 0.162

=====

ORCA calculation (ωB97M-V/def2-TZVPD) on a molecular structure, C6H18BeBrCl4FLiNO5S3Si at a distorted geometry.

Geometry as XYZ:
```
42
Properties=species:S:1:pos:R:3
C 1.35826 1.50230 -3.31085
Si -0.35758 1.64595 -2.53332
C -1.34416 2.95018 -3.45027
C -0.16011 2.04979 -0.75084
S -1.40643 -0.33744 -2.62264
O -2.41668 -0.13995 -3.68629
O -2.05827 -0.64364 -1.39264
N -0.43669 -1.54257 -3.20277
S 0.71802 -1.95443 -2.27125
O 2.02641 -1.57719 -2.69364
O 0.52746 -1.82263 -0.85819
S 0.62065 -4.12844 -2.50329
H 1.39910 0.59335 -3.91593
H 2.09095 1.37153 -2.49643
H 1.60142 2.34116 -3.95925
H -2.35799 3.00627 -3.04328
H -1.33974 2.81077 -4.53345
H -0.87964 3.91392 -3.24300
H 0.08505 3.10872 -0.66829
H -1.14936 1.80961 -0.20745
H 0.67463 1.45311 -0.37510
H 1.62785 -4.54103 -1.68793
Be 3.71134 2.38441 -2.15150
Br -2.79664 2.03514 0.84461
Li -3.67239 1.10648 -4.54226
C 2.14483 -1.30305 1.77270
Cl 2.36166 -0.03250 2.96775
Cl 3.31761 -2.62015 1.97654
H 1.14628 -1.71237 1.87971
H 2.26829 -0.88112 0.78395
O 1.53483 -4.03960 4.47948
H 1.06807 -3.20237 4.38157
H 2.27381 -3.98097 3.86267
Cl -1.43309 -0.28740 7.04723
C -1.43367 1.00296 5.81187
C -1.89317 0.51013 4.46666
Cl -0.71894 -0.60847 3.72492
H -0.43015 1.41721 5.76114
H -2.11084 1.77882 6.16405
H -2.00236 1.34939 3.77871
H -2.84870 -0.00237 4.53250
F 0.69006 -4.78352 -4.13622
```

Output
largest force on an atom = 0.07919 hartree/bohr
E_LUMO = -3.94 eV

What are the natural (NBO) partial charges on each atom? They are as follows, in elementary charge units: atom 1 (C): -1.143, atom 2 (Si): 1.435, atom 3 (C): -1.133, atom 4 (C): -1.200, atom 5 (S): 1.919, atom 6 (O): -1.131, atom 7 (O): -0.869, atom 8 (N): -1.180, atom 9 (S): 2.189, atom 10 (O): -0.878, atom 11 (O): -0.842, atom 12 (S): 0.648, atom 13 (H): 0.257, atom 14 (H): 0.206, atom 15 (H): 0.251, atom 16 (H): 0.242, atom 17 (H): 0.219, atom 18 (H): 0.274, atom 19 (H): 0.251, atom 20 (H): 0.313, atom 21 (H): 0.229, atom 22 (H): 0.182, atom 23 (Be): 0.029, atom 24 (Br): -0.859, atom 25 (Li): 0.983, atom 26 (C): -0.395, atom 27 (Cl): 0.003, atom 28 (Cl): -0.058, atom 29 (H): 0.231, atom 30 (H): 0.224, atom 31 (O): -0.945, atom 32 (H): 0.473, atom 33 (H): 0.469, atom 34 (Cl): -0.076, atom 35 (C): -0.381, atom 36 (C): -0.386, atom 37 (Cl): -0.094, atom 38 (H): 0.220, atom 39 (H): 0.223, atom 40 (H): 0.266, atom 41 (H): 0.224, atom 42 (F): -0.388